Record 1
A cluster of 3 separate species, C4H15N3 in total in a non-equilibrium geometry, computed with wB97M-V/def2-TZVPD.

Values from the calculation:
Gap between HOMO and LUMO = 0.287 hartree
2S+1 = 1
Highest occupied orbital energy = -6.87 eV
Charge = 0

Geometry as XYZ:
```
22
C4H15N3, DFT wB97M-V/def2-TZVPD
C -1.436 0.922 0.080
C -0.457 -0.725 -1.473
C -2.756 0.210 0.127
N -0.682 1.126 1.133
H -1.307 1.622 -0.739
H -0.939 0.520 1.911
H 0.748 1.126 0.594
H -3.511 0.884 0.545
H -1.212 -0.533 -2.238
H -0.797 -1.568 -0.862
H 0.425 -1.091 -2.022
H -3.086 -0.095 -0.864
H -2.703 -0.674 0.765
C 2.528 -0.150 0.443
N 1.537 0.794 -0.153
N 1.913 -1.279 1.082
H 1.331 -1.798 0.435
H 1.975 1.580 -0.625
H 0.781 0.236 -0.820
H 1.330 -0.993 1.859
H 3.134 0.391 1.174
H 3.186 -0.505 -0.353
```

Record 2
A cluster of 2 separate species, C4H15N3O in total in a non-equilibrium geometry, computed with wB97M-V/def2-TZVPD.

Values from the calculation:
Gap between HOMO and LUMO = 0.326 hartree
SMILES string = NCCNCCN.O
2S+1 = 1
Highest occupied orbital energy = -8.26 eV
Charge = 0

Geometry as XYZ:
```
23
C4H15N3O, DFT wB97M-V/def2-TZVPD
N 0.149 1.671 1.496
C 0.870 2.074 0.312
C 1.267 0.933 -0.626
N 0.098 0.348 -1.286
C -0.177 -1.051 -0.944
C -1.619 -1.329 -1.326
N -2.540 -0.683 -0.413
H -0.719 1.170 1.262
H 0.673 0.952 1.987
H 1.744 2.656 0.615
H 0.271 2.772 -0.291
H 1.980 1.298 -1.379
H 1.802 0.149 -0.067
H -0.735 0.860 -1.027
H 0.494 -1.687 -1.513
H -0.105 -1.201 0.140
H -1.754 -0.932 -2.323
H -1.831 -2.405 -1.397
H -3.294 -0.123 -0.752
H -2.663 -1.042 0.517
O 1.665 -1.442 2.182
H 2.500 -1.676 1.729
H 1.922 -1.312 3.104
```

Record 3
A cluster of 2 separate species, C4H15N3O in total in a non-equilibrium geometry, computed with wB97M-V/def2-TZVPD.

Values from the calculation:
Gap between HOMO and LUMO = 0.358 hartree
SMILES string = C[C@H](CN)NCN.O
2S+1 = 1
Highest occupied orbital energy = -8.89 eV
Charge = 0

Geometry as XYZ:
```
23
C4H15N3O, DFT wB97M-V/def2-TZVPD
C 1.239 0.987 -1.550
C 0.468 0.355 -0.418
C 1.085 0.638 0.955
N 0.264 1.536 1.774
N 0.292 -1.087 -0.595
C -1.043 -1.511 -1.183
N -2.188 -0.989 -0.538
H 1.824 1.881 -1.327
H 1.926 0.272 -2.006
H 0.555 1.277 -2.338
H -0.554 0.712 -0.442
H 2.121 0.992 0.881
H 1.173 -0.312 1.453
H 0.782 1.983 2.517
H -0.108 2.280 1.205
H 1.017 -1.455 -1.204
H -0.932 -2.597 -1.075
H -1.010 -1.342 -2.263
H -2.020 -0.898 0.466
H -2.348 -0.026 -0.801
O -1.206 -1.045 2.260
H -0.876 -0.132 2.364
H -0.460 -1.518 1.867
```

Record 4
A structure of composition C4H15N3O in a non-equilibrium geometry, computed with wB97M-V/def2-TZVPD.

Values from the calculation:
Gap between HOMO and LUMO = 0.360 hartree
2S+1 = 1
Highest occupied orbital energy = -8.83 eV
Charge = 0

Geometry as XYZ:
```
23
C4H15N3O, DFT wB97M-V/def2-TZVPD
C 0.705 -0.918 -1.844
C -1.265 0.675 -1.264
C 1.642 0.175 -1.364
N -0.783 -0.523 -1.967
O 0.493 -1.945 -0.946
H -0.696 -1.647 -1.212
H -1.082 -0.521 -2.939
H 1.003 -1.268 -2.849
H -0.863 1.595 -1.695
H -2.353 0.699 -1.319
H -0.964 0.605 -0.220
H 1.344 0.532 -0.379
H 1.676 1.012 -2.067
H 2.641 -0.254 -1.285
C -0.557 1.119 2.804
N 0.270 0.326 1.908
N -0.247 -1.001 1.783
H 1.233 0.325 2.243
H 0.150 -1.420 0.940
H -0.008 -1.575 2.592
H -0.636 0.700 3.819
H -0.138 2.125 2.874
H -1.563 1.184 2.388
```